{"formula": "CH8O2S2", "method": "wB97M-V/def2-TZVPD", "elements": ["C", "S", "S", "H", "H", "H", "H", "H", "H", "O", "H", "H", "O"], "positions_angstrom": [[-1.679, 0.325, -1.066], [-0.738, 0.689, 0.566], [-0.654, -1.186, 1.642], [-1.810, -0.796, -1.127], [-2.600, 0.788, -0.955], [-0.981, 0.486, -1.959], [-0.829, -2.021, 0.658], [2.626, -1.108, 0.333], [2.839, -2.363, -0.662], [3.161, -1.866, 0.098], [0.102, 2.590, -3.229], [0.983, 1.852, -2.127], [0.841, 2.688, -2.580]], "forces_ev_per_a": [[3.4, -2.8, 0.3], [-0.2, -1.0, -1.0], [-0.2, 1.4, 0.5], [-0.2, 1.2, 0.4], [-1.5, 1.1, -0.5], [-1.3, 0.6, 1.3], [0.0, -0.5, -1.0], [-0.5, -0.1, -0.5], [-0.4, 0.6, 0.2], [0.8, -0.4, 0.3], [1.0, -0.2, 1.0], [-0.2, -0.1, -0.1], [-0.7, 0.3, -0.8]], "total_charge": 0, "multiplicity": 1, "e_above_lowest_ev": 1.3280, "gap_ev": 8.8, "smiles": "CSS.O.O"}